This record from the OMol25 dataset describes a 17-piece molecular cluster, C44H118N4O17 overall at a distorted geometry. The level of theory is ωB97M-V/def2-TZVPD.

Output
multiplicity	2
frontier orbital gap (spin up / spin down)	0.2737 / 0.1241	Eh
total charge	+1
HOMO energy (spin up / spin down)	-10.0 / -10.0	eV

```
183
Properties=species:S:1:pos:R:3:forces:R:3:lowdin_charge:R:1
C -11.412004 -10.255643 -6.008111 -0.3 0.6 0.1 -0.169
O -12.090084 -10.751620 -4.862866 0.5 0.2 -0.3 -0.122
H -10.974048 -11.052780 -6.608823 0.1 0.0 -0.1 0.072
H -12.135606 -9.683198 -6.588474 0.1 -0.1 -0.5 0.057
H -10.648881 -9.528546 -5.730458 0.3 -0.2 0.3 0.071
H -13.000330 -10.768813 -5.167426 -0.6 -0.5 0.4 0.009
C -10.464125 -4.135917 -11.209697 -0.3 0.6 -1.2 -0.156
O -9.089288 -4.392613 -11.165113 1.3 -0.2 0.6 -0.121
H -10.675934 -3.745557 -10.214275 -0.8 -0.3 -0.2 0.058
H -10.673794 -3.382249 -11.968727 0.1 0.7 0.2 0.081
H -11.101214 -4.924776 -11.609583 0.1 -0.6 0.9 0.080
H -8.729621 -5.088827 -11.719669 -0.6 0.0 -0.2 0.094
C -11.461175 -7.770712 -10.386922 0.2 -0.4 -0.7 -0.154
O -11.806145 -9.115247 -10.757533 -0.7 0.8 0.2 -0.109
H -12.311244 -7.105855 -10.540037 -0.4 -0.5 0.1 0.063
H -11.133400 -7.644260 -9.355094 0.1 -0.3 0.1 0.068
H -10.724333 -7.358865 -11.076535 0.5 -0.1 0.1 0.064
H -11.105457 -9.763983 -10.658660 0.3 0.5 0.2 0.075
C -15.631287 0.216171 -7.067410 0.7 -1.7 -1.4 -0.211
O -16.497193 1.024972 -6.417036 -1.1 1.9 1.8 -0.080
H -15.342419 -0.519253 -6.316541 0.6 -0.8 -0.7 0.077
H -16.170983 -0.223383 -7.906235 0.3 -0.5 -0.1 0.084
H -14.760122 0.711560 -7.496081 0.3 0.3 0.1 0.061
H -16.273016 0.826484 -5.504931 -0.8 0.8 0.3 0.080
C -14.565713 -3.227274 -1.244734 1.8 -0.5 0.8 -0.168
O -15.024886 -2.667061 -2.441849 -1.3 0.0 -0.4 -0.117
H -15.167232 -3.928705 -0.666581 -1.1 0.5 -0.8 0.056
H -13.711846 -3.862330 -1.480746 0.5 0.1 0.2 0.078
H -14.260172 -2.456288 -0.537381 0.1 0.1 0.1 0.082
H -14.349802 -2.062876 -2.759365 0.0 -0.1 0.1 0.072
C -20.763367 -9.942202 -7.400002 -2.9 -0.6 0.0 -0.195
O -19.672104 -9.169887 -7.223749 2.9 0.9 -0.2 -0.126
H -20.649102 -10.961060 -7.029921 0.1 0.1 0.4 0.087
H -21.573462 -9.388837 -6.925003 -0.6 -0.8 0.5 0.082
H -21.151217 -10.054283 -8.412472 0.5 0.1 -0.7 0.076
H -19.969296 -8.284648 -7.000979 0.0 0.4 -0.1 0.034
C -16.586596 -2.482424 -11.275741 0.2 0.1 -0.5 -0.147
O -15.203880 -2.704385 -10.961365 -0.6 0.4 -0.1 -0.133
H -17.177531 -3.388208 -11.411616 0.3 -0.2 0.1 0.061
H -17.129606 -1.858961 -10.565435 0.3 0.1 0.4 0.063
H -16.615472 -1.942809 -12.222359 0.1 0.0 -0.1 0.077
H -15.128698 -3.494478 -10.421279 -0.2 -0.2 0.2 0.018
C -21.724850 -3.474427 -6.200164 -0.2 0.9 -1.0 -0.175
O -21.077136 -4.175071 -5.203073 0.3 -1.3 0.9 -0.125
H -22.078300 -2.537329 -5.770031 -0.2 0.2 -0.6 0.091
H -21.027066 -3.342531 -7.027079 0.0 0.6 -0.3 0.077
H -22.565924 -4.011274 -6.638906 -0.1 -0.3 0.5 0.084
H -20.526280 -3.550583 -4.725395 0.1 -0.3 0.2 0.085
O -9.334061 -4.661085 -8.146407 -0.2 0.3 0.6 -0.055
H -9.019584 -4.369402 -9.002124 0.3 0.0 -0.6 0.002
H -9.445605 -5.607011 -8.241383 0.0 -0.3 0.0 0.038
O -17.865445 -5.718591 -12.443135 -0.2 0.2 -0.1 -0.047
H -17.970920 -6.615053 -12.761665 -0.1 -0.1 -0.1 0.024
H -17.101942 -5.756853 -11.867094 0.3 -0.1 0.3 0.003
O -17.058729 -9.373626 -8.519682 0.8 0.0 -0.3 -0.046
H -17.900681 -9.538759 -8.944032 -0.4 0.0 0.1 0.058
H -17.282327 -9.184133 -7.608459 -0.5 0.2 0.2 -0.001
O -21.115413 -6.667172 -6.956897 0.1 -0.4 -0.2 -0.027
H -21.800786 -6.453683 -7.590083 -0.1 -0.1 -0.2 0.059
H -21.053157 -5.891223 -6.399877 0.2 0.4 0.6 -0.001
O -16.241890 -7.804866 -10.761838 0.2 0.5 -0.2 -0.043
H -16.095248 -8.491162 -10.110892 -0.1 -0.3 0.5 0.005
H -16.731324 -8.238029 -11.461161 0.0 -0.1 -0.2 0.040
C -17.348937 -7.163816 -3.274851 0.8 0.3 -0.6 -0.028
C -18.799363 -7.277478 -2.812192 0.1 -2.4 -0.1 -0.445
C -18.917102 -8.637656 -2.029367 -0.6 0.6 0.6 -0.141
C -18.333935 -8.584577 -0.634568 -0.6 1.1 0.7 -0.176
C -18.934926 -7.372852 0.143572 -0.2 -0.3 -0.7 -0.119
C -18.706587 -5.983451 -0.583081 0.0 -3.2 1.6 -0.474
N -19.275119 -6.181202 -1.945572 -0.9 -1.1 1.7 -0.102
O -19.365172 -4.944619 -2.563518 0.6 0.0 -0.9 0.000
C -19.496105 -4.940262 0.209415 -0.1 0.9 -0.8 -0.036
C -17.202575 -5.697831 -0.495681 0.4 1.8 -1.0 -0.046
C -19.745983 -7.470368 -4.012500 -0.6 1.7 -0.6 -0.024
H -17.062348 -6.113228 -3.227519 0.5 0.0 -0.4 0.068
H -17.141820 -7.577257 -4.261906 -0.7 0.5 -0.6 0.057
H -16.571878 -7.759241 -2.795539 -0.4 0.3 1.2 0.060
H -19.980184 -8.867852 -1.958960 -0.2 0.0 0.1 0.120
H -18.478675 -9.514955 -2.505006 0.2 0.4 -0.7 0.099
H -17.248398 -8.499435 -0.684260 0.1 -0.1 0.1 0.095
H -18.615925 -9.498475 -0.111713 0.3 -0.1 0.1 0.112
H -18.646798 -7.378929 1.194783 0.7 0.4 -0.1 0.114
H -20.009023 -7.535527 0.232695 -0.3 0.0 -0.4 0.113
H -19.265576 -4.846504 1.270623 0.4 -0.5 -0.1 0.088
H -19.276486 -3.968243 -0.232221 -0.1 0.2 0.1 0.076
H -20.576061 -5.068890 0.136852 0.1 -0.3 -0.2 0.092
H -16.896159 -5.279549 0.463088 -0.2 -0.6 0.4 0.092
H -16.447831 -6.379506 -0.887829 -0.5 -0.7 0.4 0.078
H -16.991236 -4.834819 -1.127071 -0.2 0.5 -0.4 0.052
H -19.565130 -8.305629 -4.689060 0.4 -0.3 0.6 0.074
H -19.753813 -6.605181 -4.675442 0.6 0.3 0.0 0.047
H -20.799335 -7.446369 -3.733266 0.0 -0.5 0.5 0.099
H -18.429417 -4.793465 -2.715518 0.4 1.1 -0.6 0.068
C -10.898884 -1.240500 -5.529047 -0.2 -0.4 -0.9 0.017
C -9.781562 -0.697927 -6.466549 1.2 -0.7 -0.5 -0.420
C -10.005856 -1.246842 -7.926338 -0.9 1.5 1.0 -0.110
C -11.129544 -0.498733 -8.607035 -0.1 0.6 0.0 -0.161
C -10.753820 0.986755 -8.593882 -0.1 0.2 -0.7 -0.110
C -10.589548 1.626545 -7.187006 0.5 0.8 -1.0 -0.447
N -9.696368 0.798287 -6.377794 -1.9 -1.3 0.5 0.081
O -9.473230 1.264794 -5.097138 0.3 -0.2 -1.6 0.109
C -9.857694 2.992594 -7.290527 -0.6 0.2 -0.2 0.006
C -11.961873 1.763945 -6.496320 -0.6 0.0 0.5 0.006
C -8.382306 -1.201743 -6.074615 -0.4 -0.4 1.3 -0.004
H -11.912200 -1.105454 -5.907264 0.1 0.8 -0.1 0.074
H -10.850745 -0.967448 -4.474896 0.3 -0.2 0.0 0.099
H -10.857880 -2.314896 -5.708203 0.6 -0.2 0.7 0.105
H -9.090467 -1.001983 -8.465062 0.1 -0.6 -0.2 0.134
H -10.253310 -2.306664 -7.866080 0.6 -0.1 0.1 0.109
H -12.120118 -0.571753 -8.158114 0.1 -0.4 0.5 0.107
H -11.298133 -0.935140 -9.591538 0.2 0.5 -0.3 0.126
H -11.482417 1.562985 -9.164140 -0.4 0.2 0.4 0.134
H -9.861586 1.190763 -9.185830 0.4 -0.3 0.2 0.128
H -9.890108 3.526602 -6.340855 0.2 -0.1 0.0 0.093
H -8.833832 2.872144 -7.644488 0.0 -0.1 0.2 0.100
H -10.339503 3.635210 -8.027426 -0.3 -0.2 0.0 0.102
H -12.552717 0.859341 -6.352460 0.4 -0.3 -0.6 0.063
H -11.963613 2.172199 -5.485665 0.5 0.5 -0.1 0.098
H -12.570757 2.421055 -7.117257 0.1 0.1 0.0 0.113
H -7.550743 -0.743288 -6.609773 -0.3 0.0 -0.3 0.104
H -8.401041 -2.283032 -6.210903 0.2 0.0 -0.2 0.101
H -8.206454 -1.036798 -5.011610 0.1 0.1 0.1 0.090
H -10.301797 0.981300 -4.703809 -0.4 0.0 1.1 0.109
C -13.525583 -12.847146 -7.178969 1.3 0.0 0.0 -0.053
C -14.909131 -12.434360 -6.768995 -1.4 -1.2 0.3 -0.458
C -15.522252 -13.718291 -6.052951 -1.1 0.5 1.1 -0.096
C -16.514872 -13.448747 -4.886273 -0.1 1.1 -0.7 -0.177
C -16.015010 -12.311951 -4.008677 0.7 -0.6 -0.7 -0.139
C -15.870428 -10.983452 -4.785223 -1.2 -0.7 0.7 -0.457
N -14.880929 -11.229307 -5.887593 0.2 -1.7 2.6 -0.115
O -14.572184 -10.058593 -6.543413 -0.6 0.3 -0.8 -0.015
C -17.295258 -10.446716 -5.227033 2.0 -1.0 -1.5 -0.002
C -15.321899 -9.970747 -3.816426 1.2 1.0 0.3 -0.046
C -15.681129 -12.179009 -8.058204 0.0 0.8 -1.4 -0.053
H -13.041235 -12.038304 -7.726022 0.2 0.0 0.0 0.082
H -13.512981 -13.743768 -7.798662 -0.5 0.1 -0.3 0.094
H -12.888991 -13.159690 -6.351222 -0.1 0.5 0.4 0.092
H -16.125273 -14.297535 -6.752198 0.4 0.1 -0.5 0.112
H -14.786394 -14.411783 -5.645895 0.5 0.4 -0.2 0.112
H -16.706641 -14.341486 -4.291006 0.0 -0.1 -0.2 0.114
H -17.451180 -13.099133 -5.321236 -0.3 -0.4 0.0 0.098
H -15.009293 -12.626455 -3.729886 0.3 0.3 0.4 0.125
H -16.596806 -12.219272 -3.091600 -0.1 0.3 -0.1 0.123
H -17.160981 -9.474735 -5.701729 -0.3 0.6 0.8 0.051
H -17.526985 -11.023517 -6.122407 -0.9 -0.5 0.3 0.064
H -18.042155 -10.503722 -4.435200 0.1 0.2 -0.3 0.090
H -14.353737 -10.254827 -3.404033 0.3 -0.1 -0.3 0.091
H -15.217117 -9.011146 -4.322656 0.3 0.1 0.0 0.073
H -15.887994 -9.738272 -2.914434 -0.8 -0.5 -0.2 0.075
H -16.719199 -11.848853 -8.019480 -0.2 -0.6 0.5 0.070
H -15.548759 -12.951706 -8.815519 -0.4 -0.7 0.5 0.093
H -15.258542 -11.373883 -8.659285 0.5 0.5 0.4 0.072
H -15.410341 -9.943376 -6.997081 0.1 1.1 -1.1 0.054
C -17.259992 -6.059238 -6.999665 0.0 -0.2 0.3 -0.012
C -16.531651 -4.732506 -7.161086 -0.7 1.5 1.0 -0.427
C -16.028308 -4.250036 -5.746226 0.9 -0.5 0.5 -0.112
C -14.737993 -4.919192 -5.196637 -0.8 0.2 -0.8 -0.168
C -13.639003 -4.748841 -6.246073 -1.8 -0.9 0.6 -0.120
C -14.140280 -5.279911 -7.605321 3.2 -0.6 -2.0 -0.477
N -15.397332 -4.784920 -8.092951 -0.6 3.1 4.2 -0.150
O -15.783872 -5.077942 -9.344308 0.3 -1.1 -1.3 0.009
C -13.065288 -4.713143 -8.585422 0.0 0.4 -1.0 -0.045
C -14.037597 -6.808456 -7.677295 -0.4 -0.4 0.4 -0.006
C -17.540689 -3.577701 -7.616302 0.8 -0.5 0.1 -0.007
H -17.392985 -6.579010 -7.948488 -0.2 0.0 0.0 0.084
H -18.219109 -5.911572 -6.503292 -0.2 0.1 -0.3 0.079
H -16.716534 -6.715715 -6.320109 0.2 -0.1 -0.1 0.057
H -15.831364 -3.178173 -5.725631 -0.2 0.2 -0.4 0.101
H -16.770276 -4.430362 -4.968366 -0.6 0.0 -0.4 0.101
H -14.955849 -5.969695 -5.004077 0.2 -0.3 -0.2 0.093
H -14.464010 -4.533300 -4.214737 -0.1 0.4 -0.1 0.093
H -12.826261 -5.393724 -5.911898 0.5 0.4 -0.5 0.126
H -13.368202 -3.698844 -6.356904 0.2 0.0 0.1 0.107
H -13.071773 -5.083399 -9.610585 -0.6 -0.5 0.0 0.066
H -13.279114 -3.655720 -8.741151 0.1 0.3 0.3 0.079
H -12.012672 -4.828688 -8.327056 -0.1 -0.1 0.7 0.063
H -14.407258 -7.169600 -8.636995 -0.2 -0.1 -0.1 0.078
H -13.041033 -7.244496 -7.607854 0.2 0.4 0.1 0.084
H -14.617057 -7.260997 -6.872601 -0.1 -0.2 -0.1 0.069
H -18.169768 -3.213379 -6.804126 0.0 -0.4 0.4 0.068
H -18.222823 -3.841859 -8.424391 0.3 -0.2 -0.2 0.080
H -16.943361 -2.709121 -7.893566 0.1 -0.1 -0.3 0.062
H -15.736127 -6.036376 -9.317499 -0.6 -0.8 -1.3 0.062
```
Positions in Å, forces in eV/Å.